C19H28BiN4S2SbSe4 as an isolated structure. Source: the Open Molecules 2025 dataset; level of theory: wB97M-V/def2-TZVPD.

Atoms and positions in Å:
C  0.14  -0.71  2.97
H  -1.34  -0.99  4.46
Se  -0.33  -2.52  -5.95
H  -2.93  4.30  -2.97
C  2.70  0.74  0.68
H  0.32  -3.45  0.06
Se  2.33  -1.08  -2.87
Bi  -0.35  -0.52  -0.23
H  -0.13  -4.93  -1.76
H  -0.19  0.45  6.13
H  1.87  -2.36  1.62
H  1.20  -2.98  -1.25
H  -2.53  -2.41  -2.62
H  2.76  -1.84  0.16
Sb  0.54  -0.82  -4.50
C  -2.79  -2.74  -1.61
S  -0.70  -1.83  1.90
H  1.99  1.45  5.54
C  1.46  0.85  4.82
H  -3.86  -2.99  -1.61
H  3.22  1.31  1.46
C  -0.54  -3.92  -1.73
H  3.45  -1.59  1.79
C  0.24  0.29  5.15
H  -3.63  2.69  -1.22
H  0.89  3.85  1.22
H  -0.43  2.82  1.82
C  -1.64  2.30  -0.58
N  0.26  -3.05  -0.87
H  1.15  3.70  -1.86
H  2.98  1.08  3.36
H  -2.01  -4.13  -0.17
Se  -0.35  1.58  -4.67
Se  -1.51  0.20  -3.18
H  1.89  1.30  -1.25
N  -2.54  -1.64  -0.68
N  0.62  2.00  0.21
C  2.52  -1.60  1.20
S  -2.13  1.09  0.62
C  2.01  0.65  3.57
C  0.58  2.81  1.42
C  1.34  -0.09  2.60
C  -1.99  -3.99  -1.25
H  -0.51  -3.52  -2.75
C  -0.40  -0.51  4.23
C  -0.84  4.08  -2.53
C  -2.59  2.92  -1.37
C  -2.19  3.82  -2.35
C  1.96  1.73  -0.25
H  3.46  0.26  0.06
C  -0.28  2.59  -0.73
H  -3.12  -0.84  -0.92
C  0.11  3.48  -1.72
H  1.23  2.39  2.18
N  1.85  -0.30  1.26
H  -2.80  -1.92  0.27
H  2.58  2.63  -0.31
H  -2.46  -4.85  -1.72
H  -0.53  4.78  -3.30

Output
- total charge = 0
- frontier orbital gap (eV) = 6.31
- ΔE to the lowest compared entry with this formula, charge and spin (kcal/mol) = 1.4
- E_tot (Ha) = -11816.86543